# 1
{"formula": "C32H31N4O3", "method": "wB97M-V/def2-TZVPD", "elements": ["C", "O", "C", "C", "C", "C", "C", "C", "C", "C", "C", "C", "C", "C", "N", "C", "C", "C", "C", "H", "H", "H", "H", "H", "H", "H", "H", "H", "H", "H", "H", "H", "H", "H", "H", "C", "N", "C", "H", "C", "C", "C", "C", "N", "O", "O", "C", "C", "N", "C", "C", "C", "C", "C", "C", "C", "H", "H", "H", "H", "H", "H", "H", "H", "H", "H", "H", "H", "H", "H"], "coordinates": [[0.55366, -6.08190, -3.09603], [1.36104, -4.94477, -3.45937], [1.45435, -3.92863, -2.56251], [0.82235, -3.92749, -1.29495], [0.98469, -2.83801, -0.45538], [1.68378, -1.67415, -0.84080], [1.83580, -0.57717, 0.11215], [2.26338, -0.85552, 1.43424], [2.59090, 0.12194, 2.46714], [2.56846, 1.50025, 2.47884], [2.90822, 2.17093, 3.66509], [3.28107, 1.46338, 4.82267], [3.34442, 0.05935, 4.80778], [3.01568, -0.58296, 3.62388], [3.00893, -1.95006, 3.30114], [3.37111, -3.01046, 4.22920], [2.59772, -2.11878, 2.01002], [2.32992, -1.70909, -2.11329], [2.23127, -2.80616, -2.94322], [0.62170, -6.74986, -3.95108], [0.94251, -6.57940, -2.19851], [-0.49079, -5.78958, -2.92867], [0.22972, -4.79253, -0.98743], [0.54947, -2.90162, 0.54593], [1.99950, 0.42824, -0.27120], [2.28607, 2.02727, 1.56497], [2.87845, 3.25831, 3.70279], [3.53046, 2.00898, 5.73236], [3.63649, -0.51742, 5.68678], [3.62730, -2.56721, 5.19136], [2.54479, -3.71453, 4.38350], [4.23163, -3.59092, 3.87689], [2.57582, -3.10501, 1.56309], [2.94641, -0.85738, -2.42031], [2.73417, -2.84749, -3.91000], [-2.18797, 0.87709, 1.58572], [-1.62453, 1.88572, 0.72705], [-1.04297, 1.55535, -0.57828], [-0.05943, 0.96351, -0.39045], [-1.97851, 0.76109, -1.48737], [-3.26696, 1.24939, -1.79747], [-4.12987, 0.52153, -2.61705], [-3.71072, -0.71888, -3.14536], [-4.58128, -1.49395, -3.96470], [-4.16821, -2.60240, -4.39923], [-5.72858, -1.05083, -4.22541], [-2.41810, -1.20021, -2.84408], [-1.57250, -0.46134, -2.03350], [-0.76643, 2.91557, -1.07578], [-0.35356, 3.17890, -2.43214], [-1.25898, 3.88033, -0.22935], [-1.78462, 3.23815, 0.89844], [-2.43052, 3.95737, 1.91248], [-2.52705, 5.34918, 1.76399], [-2.00653, 5.99521, 0.62948], [-1.36966, 5.26875, -0.38886], [-2.60106, 1.35710, 2.47512], [-2.99230, 0.31049, 1.09112], [-1.39269, 0.17822, 1.87842], [-3.64743, 2.19899, -1.41910], [-5.13659, 0.86322, -2.87407], [-2.11914, -2.15588, -3.26126], [-0.57173, -0.82297, -1.80402], [-0.29406, 4.25843, -2.58974], [0.63587, 2.73423, -2.58932], [-1.05186, 2.76444, -3.17594], [-2.82835, 3.43643, 2.77894], [-3.01534, 5.95235, 2.53766], [-2.10597, 7.08434, 0.55091], [-0.96282, 5.75052, -1.27395]], "charge": 1}

***

# 2
{"formula": "C32H31N9O2S2V", "method": "wB97M-V/def2-TZVPD", "elements": ["V", "N", "C", "S", "N", "N", "C", "C", "C", "C", "C", "C", "C", "C", "C", "C", "C", "C", "N", "H", "H", "H", "H", "H", "H", "H", "H", "H", "H", "H", "N", "C", "S", "N", "C", "C", "C", "C", "C", "C", "H", "H", "H", "H", "H", "H", "H", "H", "C", "N", "N", "C", "O", "C", "C", "C", "C", "C", "C", "C", "C", "C", "H", "H", "H", "H", "H", "H", "H", "H", "H", "H", "H", "H", "O", "C", "N"], "coordinates": [[-0.17121, -0.11786, 0.91480], [1.12156, -3.63991, 3.13659], [0.70008, -2.39733, 2.78503], [-0.86312, -2.25584, 2.04852], [1.49866, -1.40431, 3.12010], [0.93299, -0.23251, 2.74065], [1.08984, 0.82446, 3.45362], [1.96929, 0.91166, 4.64286], [3.33707, 0.69413, 4.50102], [4.17342, 0.78547, 5.60203], [3.65033, 1.08408, 6.85352], [2.28733, 1.29236, 7.00172], [1.44934, 1.20995, 5.89815], [0.23611, 1.96240, 3.05058], [0.35629, 3.22562, 3.61468], [-0.53429, 4.21507, 3.23329], [-1.51691, 3.91657, 2.30323], [-1.55091, 2.64100, 1.76319], [-0.70021, 1.68182, 2.12030], [0.65279, -4.42661, 2.72834], [2.07368, -3.73853, 3.44510], [3.73066, 0.44793, 3.52335], [5.23653, 0.61907, 5.48486], [4.30616, 1.15030, 7.71218], [1.87440, 1.51550, 7.97705], [0.38337, 1.36651, 6.01316], [1.13982, 3.41469, 4.33362], [-0.46006, 5.20804, 3.65721], [-2.23839, 4.65579, 1.98533], [-2.26996, 2.36759, 1.00412], [1.32275, 1.31202, -2.22163], [2.20358, 1.01000, -1.26191], [1.97874, 1.48596, 0.34962], [3.30599, 0.31076, -1.59159], [3.53642, -0.31112, -2.85454], [3.56914, -1.69548, -2.93688], [3.80630, -2.29988, -4.16045], [3.99166, -1.52663, -5.29754], [3.94921, -0.14280, -5.20975], [3.73201, 0.47131, -3.98431], [0.42793, 1.60112, -1.84242], [1.28476, 0.71139, -3.03792], [3.81419, -0.03573, -0.79293], [3.37787, -2.28654, -2.04962], [3.82485, -3.37951, -4.22707], [4.16624, -2.00274, -6.25336], [4.09824, 0.46177, -6.09475], [3.71447, 1.54972, -3.89241], [-4.92246, -0.48573, -3.21951], [-3.54590, -0.03884, -3.08136], [-2.99258, -0.10238, -1.80555], [-2.04769, 0.87831, -1.66812], [-1.26432, 1.00382, -0.70782], [-2.14221, 1.67359, -2.86219], [-3.06206, 1.09198, -3.67125], [-3.55361, 1.52328, -5.00822], [-3.13613, -1.30744, -1.05213], [-3.79313, -1.25864, 0.16638], [-3.99571, -2.43586, 0.87111], [-3.55365, -3.63933, 0.34279], [-2.89045, -3.67179, -0.87559], [-2.66836, -2.50093, -1.58071], [-5.00777, -1.49887, -2.83481], [-5.17346, -0.49441, -4.27649], [-5.61167, 0.16835, -2.67859], [-1.53438, 2.53596, -3.07675], [-2.96936, 2.37222, -5.35426], [-4.60158, 1.82531, -4.96804], [-3.45756, 0.71595, -5.73453], [-4.13671, -0.30639, 0.55072], [-4.48445, -2.41044, 1.83538], [-3.69947, -4.55533, 0.89938], [-2.51968, -4.61009, -1.26584], [-2.12842, -2.49261, -2.51968], [0.19337, -1.47358, -3.09530], [0.30192, -1.40340, -1.89558], [0.39847, -1.31345, -0.72222]], "spin_multiplicity": 4}

***

# 3
{"formula": "C32H32AgF6N4O3SeSi", "method": "wB97M-V/def2-TZVPD", "elements": ["Ag", "F", "C", "C", "C", "C", "O", "C", "C", "N", "C", "C", "C", "C", "C", "C", "N", "C", "C", "N", "C", "C", "C", "O", "O", "H", "H", "H", "H", "H", "H", "H", "H", "H", "H", "H", "H", "H", "H", "H", "H", "H", "H", "F", "C", "C", "F", "C", "F", "C", "Se", "C", "F", "C", "F", "C", "Si", "C", "C", "N", "C", "C", "C", "C", "C", "C", "H", "H", "H", "H", "H", "H", "H", "H", "H", "H", "H", "H", "H", "H"], "coordinates": [[0.95456, 0.35621, 2.72466], [0.76896, -3.65614, -0.75383], [-0.13637, -2.82628, -0.18657], [-0.36007, -2.83431, 1.16150], [-1.28762, -1.93925, 1.70678], [-1.32734, -1.75356, 3.18142], [-0.85860, -2.57319, 3.94366], [-1.92765, -0.48320, 3.58056], [-2.75920, 0.14216, 2.73167], [-2.93966, -0.21881, 1.40811], [-3.69284, 0.65214, 0.55534], [-4.81393, 0.05600, -0.24946], [-5.10666, 0.93366, 0.93887], [-2.03048, -1.10367, 0.86855], [-1.75895, -1.09453, -0.50130], [-0.77726, -1.90776, -1.02176], [-0.28850, -1.73950, -2.35026], [-0.15457, -0.39173, -2.83863], [-1.38110, 0.13040, -3.57735], [-1.79240, -0.90782, -4.60244], [-2.01383, -2.27110, -3.98670], [-0.70115, -2.69546, -3.33631], [-1.51192, 0.27748, 4.83879], [-2.33931, 0.45821, 5.73488], [-0.33083, 0.72326, 4.73904], [0.22902, -3.44489, 1.83480], [-3.30306, 1.02719, 3.03555], [-3.13527, 1.46877, 0.10790], [-4.98761, -1.00575, -0.13481], [-4.99415, 0.45654, -1.23982], [-5.48120, 0.44948, 1.83003], [-5.46859, 1.93716, 0.76584], [-2.22919, -0.33613, -1.10564], [0.70792, -0.34015, -3.51900], [0.05779, 0.27038, -1.99910], [-1.17377, 1.05518, -4.11490], [-2.24374, 0.27721, -2.93239], [-1.04561, -0.98850, -5.29615], [-2.62892, -0.59860, -5.09296], [-2.34695, -2.93628, -4.78281], [-2.79785, -2.15267, -3.23823], [0.07150, -2.79601, -4.11282], [-0.82013, -3.67376, -2.87273], [7.53788, -1.33225, 0.19586], [6.40474, -1.41315, 0.91477], [6.13475, -0.48585, 1.90349], [7.01797, 0.49719, 2.14225], [4.96512, -0.58053, 2.63606], [4.77430, 0.34452, 3.58435], [4.01172, -1.57229, 2.41479], [2.39865, -1.69689, 3.42211], [4.33161, -2.49371, 1.42104], [3.48365, -3.48572, 1.11346], [5.49639, -2.42664, 0.67932], [5.74974, -3.32911, -0.28526], [2.25209, 2.24295, -1.75521], [2.08268, 1.28991, -0.10806], [2.53044, -0.49281, -0.50892], [3.45168, 2.01955, 0.95148], [0.58686, 1.38644, 0.69121], [-0.44676, 2.23731, 0.49264], [-1.20580, 2.73326, 1.58880], [-2.26096, 3.60449, 1.42145], [-2.65679, 4.04113, 0.15349], [-1.94229, 3.57137, -0.93921], [-0.87797, 2.69079, -0.78435], [3.30212, 2.19056, -2.05923], [1.98655, 3.29735, -1.64788], [1.65840, 1.83282, -2.57756], [3.60817, -0.57167, -0.68643], [2.02372, -0.88885, -1.39342], [2.27939, -1.14723, 0.32939], [4.44296, 1.85697, 0.51703], [3.44413, 1.58104, 1.95107], [3.30328, 3.09682, 1.07055], [-0.91256, 2.41509, 2.58555], [-2.78874, 3.95680, 2.30130], [-3.47955, 4.73353, 0.02854], [-2.20571, 3.90571, -1.93947], [-0.32532, 2.38868, -1.66699]], "charge": -1}

***

DFT total energy across the listed records, respectively: -45779.7451 -98554.5571 -139334.8187 eV.
ΔE to the lowest compared entry with this formula, charge and spin across the listed records, respectively: 17.01 10.53 1.20 kcal per mole.